# 1
C25H26N4O3S in the gas phase, computed with the ωB97M-V functional and the def2-TZVPD basis.

Properties
E_HOMO in Ha: -0.32731
LUMO level in eV: 0.61
Kohn-Sham gap in hartree: 0.34990
Calculated total energy in eV: -49286.897

Structure (XYZ):
```
59
Properties=species:S:1:pos:R:3:forces:R:3
O -3.56465 -0.49231 -1.82354 -0.17 -0.04 -0.02
C -2.99019 0.40506 -1.23261 0.25 0.08 -0.32
N -1.71329 0.77080 -1.51835 0.13 0.14 -0.10
H -1.24121 1.43535 -0.92120 -0.08 -0.02 0.06
C -0.86388 -0.06214 -2.33856 -0.07 0.15 -0.24
H -1.44712 -0.93903 -2.62922 0.12 0.10 0.01
H -0.54099 0.47616 -3.23606 0.04 -0.21 0.14
C 0.37549 -0.38663 -1.52024 -0.30 -0.02 -0.41
O 1.48411 -0.00468 -1.84983 0.03 0.00 -0.11
N 0.16344 -0.99274 -0.31982 0.36 -0.21 0.38
C -1.07493 -1.56380 0.06717 -0.32 -0.33 0.09
C -1.57396 -2.65454 -0.63320 0.07 0.09 0.11
C -2.78924 -3.20641 -0.27298 -0.06 -0.05 0.00
C -3.50134 -2.68781 0.79434 -0.04 -0.07 -0.02
C -2.99382 -1.61453 1.50577 0.03 -0.03 0.07
C -1.78437 -1.04955 1.14603 0.11 -0.06 0.00
H -1.40682 -0.18613 1.67435 0.06 0.09 0.01
H -3.54885 -1.19969 2.33424 -0.06 0.05 0.06
H -4.45453 -3.11393 1.06646 -0.09 -0.05 0.03
H -3.18203 -4.04184 -0.83154 -0.04 -0.08 -0.05
H -1.01324 -3.05998 -1.46287 0.09 -0.04 -0.06
C 1.17605 -0.75318 0.70223 -0.04 0.32 -0.15
C 2.39933 -1.61584 0.57101 0.26 -0.27 0.06
C 2.63460 -2.45574 -0.51045 0.09 0.05 0.16
C 3.80327 -3.19969 -0.54310 -0.06 0.06 0.07
C 4.69724 -3.07900 0.50870 0.00 -0.14 -0.24
N 4.47679 -2.29758 1.55329 0.44 -0.02 0.39
C 3.36061 -1.59699 1.58412 -0.45 0.03 -0.16
H 3.21934 -0.98222 2.46532 -0.10 0.10 0.06
H 5.62721 -3.63089 0.52638 0.06 -0.09 -0.09
H 4.01300 -3.85851 -1.37103 0.04 -0.06 -0.07
H 1.92166 -2.52758 -1.31649 -0.06 0.03 -0.04
H 0.71349 -0.95762 1.67514 0.04 0.10 -0.19
C 1.42935 0.78201 0.65692 0.37 -0.52 0.20
O 0.46660 1.52823 0.70212 -0.42 0.37 -0.02
N 2.69720 1.18101 0.58817 0.30 0.04 0.18
H 3.40877 0.49311 0.39014 -0.19 -0.08 0.00
C 3.07894 2.56309 0.36952 -0.23 0.25 0.17
C 4.39599 2.85201 1.09400 0.02 -0.08 -0.02
C 5.46178 2.46466 0.07277 0.03 0.20 0.00
H 5.56474 1.37876 0.02743 0.07 -0.10 0.01
H 6.43734 2.88709 0.30756 0.08 -0.10 0.02
C 4.89354 3.00215 -1.24040 0.08 -0.04 -0.04
H 5.13501 4.06180 -1.33354 0.06 0.02 -0.03
H 5.30261 2.48622 -2.10703 0.04 0.07 -0.07
C 3.37296 2.81671 -1.12461 -0.07 0.05 -0.11
H 2.83938 3.69594 -1.48101 -0.06 0.00 -0.05
H 3.02759 1.96158 -1.70572 -0.06 0.06 -0.01
H 4.46344 3.91753 1.31434 0.02 0.06 0.02
H 4.47537 2.29770 2.02806 -0.04 0.07 0.09
H 2.24898 3.17001 0.73717 0.14 -0.08 -0.04
C -3.63603 1.18810 -0.17453 -0.65 0.16 0.37
C -3.12683 2.09438 0.71784 -0.03 -0.28 -0.41
C -4.09748 2.56468 1.62147 -0.21 0.06 0.16
C -5.32158 2.00870 1.40638 -0.04 -0.27 -0.28
S -5.31858 0.89715 0.10206 0.46 0.32 0.18
H -6.23081 2.19133 1.94433 -0.18 0.07 0.14
H -3.89395 3.28199 2.39651 0.00 0.11 0.13
H -2.09680 2.40369 0.74994 0.25 0.01 -0.02
```
Positions in Å, forces in eV/Å.

# 2
C25H26N4O3S in the gas phase, computed with the ωB97M-V functional and the def2-TZVPD basis.

Properties
E_HOMO in Ha: -0.27277
LUMO level in eV: 0.54
Kohn-Sham gap in hartree: 0.29278
Calculated total energy in eV: -49284.215

Structure (XYZ):
```
59
Properties=species:S:1:pos:R:3:forces:R:3
C -2.18320 -3.13643 -2.01773 -0.23 0.07 0.07
H -2.42590 -2.07432 -1.90266 0.02 -0.02 0.03
O -0.85394 -3.32584 -2.43652 0.41 -0.04 -0.06
C 0.14703 -2.85867 -1.63349 0.01 0.01 0.05
C 1.45171 -3.03129 -2.09539 -0.23 0.05 0.00
C 2.52719 -2.57551 -1.36800 -0.05 0.03 -0.05
C 2.35479 -1.90659 -0.14904 -0.30 -0.13 0.02
C 1.04868 -1.78592 0.32387 0.32 -0.03 0.11
C -0.03751 -2.25002 -0.40221 -0.26 -0.20 -0.29
H -1.02904 -2.11507 -0.00187 -0.14 0.01 0.05
H 0.85145 -1.32708 1.28154 0.01 0.10 0.06
N 3.46208 -1.46145 0.56813 0.15 -0.02 0.18
C 4.60939 -0.91834 -0.14051 0.22 0.02 0.01
H 5.51249 -1.47861 0.13250 0.02 0.07 -0.14
C 4.80077 0.57643 0.19909 0.15 -0.02 -0.25
N 3.50363 1.15193 0.47671 0.11 -0.15 0.00
C 2.94747 1.99588 -0.42705 0.15 -0.06 0.00
O 3.58312 2.43286 -1.37132 0.04 0.20 -0.18
C 1.52787 2.37465 -0.24734 -0.45 0.21 -0.09
C 0.43268 1.57165 -0.16286 0.33 0.14 0.00
C -0.77448 2.31124 -0.21543 -0.06 0.98 -0.12
C -0.52984 3.68091 -0.38488 0.11 -0.60 0.14
N -1.71337 4.30930 -0.48712 0.47 -0.41 0.03
N -2.71355 3.42060 -0.40036 -0.81 -0.32 0.08
C -2.18890 2.21431 -0.23011 0.46 0.66 -0.07
C -3.01458 1.02370 -0.08329 -0.47 -0.23 -0.11
C -4.17130 0.87534 -0.83925 0.19 0.11 0.03
C -4.93588 -0.27017 -0.70480 -0.01 -0.08 0.08
C -4.57371 -1.25248 0.19418 0.12 -0.08 0.16
C -3.43278 -1.09576 0.98340 -0.15 -0.03 -0.10
C -2.64346 0.03527 0.82759 0.05 -0.12 0.12
H -1.75212 0.18239 1.41784 0.10 -0.01 0.10
O -3.18440 -2.10683 1.86728 -0.21 0.03 -0.32
C -2.17665 -1.92923 2.83235 0.16 0.04 0.17
H -2.25323 -2.78702 3.49895 0.06 0.08 -0.02
H -1.17914 -1.91791 2.38219 -0.01 0.02 0.00
H -2.32883 -1.00910 3.40568 0.01 -0.02 -0.03
H -5.16310 -2.14692 0.31846 -0.08 -0.11 0.03
H -5.82691 -0.39696 -1.30120 -0.08 -0.02 -0.05
H -4.45192 1.65640 -1.52712 -0.02 0.07 -0.09
C -1.97295 5.70703 -0.66296 -0.05 0.36 -0.03
H -1.60117 6.27668 0.19140 -0.05 -0.01 -0.02
H -3.05000 5.83340 -0.74618 0.08 0.00 0.00
H -1.48636 6.07209 -1.56950 -0.05 0.00 0.01
S 1.13996 4.08378 -0.44689 -0.10 -0.25 -0.05
H 0.48217 0.49781 -0.12954 0.11 -0.16 0.02
C 2.92605 0.66404 1.70795 -0.20 -0.03 0.31
H 1.84816 0.81225 1.69316 0.13 -0.02 0.05
C 3.29610 -0.83273 1.85397 -0.05 0.05 -0.02
H 4.25211 -0.92490 2.37915 -0.10 0.00 0.04
H 2.54966 -1.36484 2.44281 0.07 0.04 0.05
H 3.33859 1.23018 2.55552 -0.09 -0.08 -0.01
H 5.23576 1.11078 -0.64582 0.03 -0.08 0.17
H 5.44380 0.70865 1.07480 -0.01 0.00 -0.04
H 4.44791 -1.01520 -1.21292 0.04 0.01 0.07
H 3.51972 -2.76013 -1.74767 0.09 -0.02 -0.02
H 1.60111 -3.53605 -3.03658 0.03 -0.07 -0.12
H -2.80326 -3.56244 -2.80482 -0.01 0.04 0.07
H -2.38996 -3.65575 -1.07608 0.01 0.03 0.00
```
Positions in Å, forces in eV/Å.

# 3
A molecular structure, C25H26N5O2S2SeSiTi in a non-equilibrium geometry, computed with the ωB97M-V functional and the def2-TZVPD basis.

Properties
E_HOMO in Ha: -0.37438
LUMO level in eV: -3.80
Charge: +1
Kohn-Sham gap in hartree: 0.23476
Calculated total energy in eV: -155901.932

Structure (XYZ):
```
63
Properties=species:S:1:pos:R:3:forces:R:3
Ti 0.32546 -0.64559 -0.18576 0.65 0.66 -1.45
S 1.42728 -2.56507 -1.25882 -0.22 -0.10 -0.10
C 2.61457 -1.94305 -0.17137 0.30 0.07 0.07
C 3.79874 -2.57346 0.22471 0.00 0.04 0.03
C 4.62658 -1.91058 1.10160 -0.02 -0.02 -0.07
C 4.30586 -0.61774 1.53465 -0.02 0.04 -0.08
C 3.13204 -0.05437 1.10429 0.09 0.07 0.14
N 2.29117 -0.72458 0.29873 1.16 -0.58 0.38
H 4.02951 -3.55686 -0.15825 0.00 -0.02 0.03
H 5.53616 -2.38152 1.45058 0.01 -0.01 -0.04
H 4.96996 -0.06963 2.18608 -0.02 0.03 0.00
H 2.83869 0.95406 1.37010 -0.07 -0.06 0.11
C -3.00289 3.16065 2.83880 0.04 0.06 0.19
N -2.57800 2.69921 1.53458 0.26 -0.10 -0.14
C -1.99150 3.51045 0.57930 -0.07 0.13 -0.11
C -1.74213 2.76833 -0.50516 0.09 0.03 -0.10
N -2.11749 1.45750 -0.19469 0.27 0.17 0.47
C -2.65832 1.42270 1.09344 -0.23 -0.16 -0.16
S -3.34930 0.12159 1.86553 0.12 -0.09 0.00
C -2.24070 0.41082 -1.11736 -0.63 -0.42 -0.09
C -2.98594 0.59948 -2.26667 0.07 0.01 0.15
C -3.23643 -0.49491 -3.07341 0.02 -0.10 0.00
C -2.75810 -1.74141 -2.69672 -0.05 -0.04 -0.14
C -1.95229 -1.83570 -1.58096 -0.19 0.05 0.16
N -1.67292 -0.77241 -0.81053 -1.00 0.45 -0.50
H -3.55357 4.09225 2.72384 0.00 -0.01 0.01
H -2.13274 3.32459 3.47458 0.01 0.00 0.01
H -3.64285 2.40904 3.29204 0.00 -0.03 -0.08
H -1.78465 4.54850 0.76972 -0.03 0.00 -0.01
H -1.26718 3.01438 -1.43697 0.01 -0.01 0.01
H -3.37269 1.58192 -2.49802 -0.08 -0.02 0.06
H -3.83065 -0.37935 -3.97011 -0.02 -0.03 0.00
H -2.99056 -2.62219 -3.27732 0.06 -0.03 0.02
H -1.51736 -2.77713 -1.26925 0.06 0.02 -0.01
O -0.17515 -2.08803 1.14412 -0.19 -0.50 0.60
C -0.10526 -1.21561 2.04232 -0.13 -0.05 0.80
N 0.11849 0.06310 1.66333 -0.32 -0.14 -0.22
C 0.24588 0.86516 2.80602 -0.01 0.56 0.25
O 0.41659 2.05451 2.78996 0.01 -0.18 0.04
C 0.11583 -0.04728 3.98700 -0.06 -0.35 -0.10
C 0.21333 0.19793 5.33731 0.03 0.11 0.00
C 0.07489 -0.89023 6.19860 0.00 0.01 0.02
C -0.16306 -2.17059 5.71503 -0.03 -0.08 -0.04
C -0.26881 -2.41593 4.34846 0.00 -0.05 -0.08
C -0.11778 -1.33614 3.50527 -0.01 0.16 0.19
H 0.40407 1.19342 5.71535 -0.01 0.01 -0.02
H 0.15926 -0.74041 7.26665 -0.01 0.03 0.00
H -0.26521 -2.99433 6.40849 -0.01 0.03 0.02
H -0.45699 -3.40966 3.96502 0.01 0.00 0.00
C 2.98014 0.29202 -4.55180 -0.37 0.09 -0.02
Si 1.11957 0.36001 -4.33343 -0.14 -0.11 0.96
C 0.26763 1.88328 -5.02834 0.23 -0.34 0.00
C 0.29744 -1.30272 -4.63152 0.14 0.39 -0.22
Se 0.82649 0.79961 -1.95335 0.29 0.39 -0.90
H 3.24532 0.32902 -5.61085 -0.01 0.00 -0.02
H 3.38010 -0.63211 -4.13328 -0.05 -0.02 0.03
H 3.45900 1.13137 -4.04755 -0.01 0.03 -0.03
H 0.43150 1.99105 -6.10202 0.01 -0.01 -0.02
H 0.66743 2.76641 -4.52826 0.03 0.02 -0.04
H -0.80717 1.85107 -4.84671 0.00 -0.06 0.02
H 0.55991 -1.67117 -5.62679 0.01 -0.01 -0.01
H -0.78717 -1.24280 -4.57083 -0.03 0.07 0.00
H 0.64599 -2.03083 -3.89936 0.08 0.03 0.00
```
Positions in Å, forces in eV/Å.

# 4
A molecular structure, C25H27AsCl2Cr in a non-equilibrium geometry, computed with the ωB97M-V functional and the def2-TZVPD basis.

Properties
Multiplicity: 4
E_HOMO (alpha / beta) in Ha: -0.06702 / -0.06686
LUMO level (alpha / beta) in eV: 2.68 / 2.68
Charge: -1
Kohn-Sham gap (alpha / beta) in hartree: 0.16547 / 0.16537
Calculated total energy in eV: -140667.414

Structure (XYZ):
```
56
Properties=species:S:1:pos:R:3:forces:R:3
Cr 0.70785 0.22107 -1.47655 -2.22 -0.31 1.06
Cl -0.12819 -1.84113 -1.52027 -0.18 -1.38 0.27
Cl 1.07500 2.34917 -0.83736 0.54 1.11 0.51
C 1.98874 0.03242 -2.79636 0.55 0.28 -1.91
H 2.78811 0.79156 -2.82223 -0.38 -0.23 -0.11
H 2.35770 -0.94168 -3.15323 -0.19 0.32 0.13
C -0.57854 0.85971 -3.17433 -3.36 0.32 3.73
C 0.65680 0.49626 -3.69663 4.39 -1.08 -3.31
H -0.78500 1.17460 -2.11830 0.08 0.61 -1.02
C 0.47686 -0.61514 -4.82905 -0.18 -0.10 0.87
H 1.04547 1.35073 -4.31227 0.64 0.17 0.12
C -0.65106 -0.26179 -5.80969 0.34 0.19 0.02
H 1.43387 -0.72639 -5.36177 -0.22 0.06 0.00
H 0.25777 -1.57251 -4.32871 0.01 0.24 -0.08
C -1.96100 0.12963 -5.14010 -0.41 0.23 0.73
H -0.30800 0.59686 -6.40066 -0.02 0.03 -0.10
H -0.81527 -1.08797 -6.51280 0.06 0.08 0.03
C -1.73118 1.18441 -4.03694 -0.34 -0.06 -0.14
H -2.67366 0.53416 -5.87404 0.09 -0.22 -0.04
H -2.42336 -0.72702 -4.63732 0.08 -0.14 -0.23
H -1.63614 2.17166 -4.54512 0.21 0.05 -0.09
H -2.61487 1.29936 -3.37486 0.23 -0.20 -0.52
C 2.51236 2.78165 4.19857 -0.21 -0.01 -0.02
C 3.25243 2.08991 3.23519 -0.18 -0.26 -0.20
C 2.60392 1.24147 2.33049 -0.36 0.33 0.52
C 1.21071 1.09062 2.40950 -0.22 -0.39 -0.24
C 0.46078 1.78782 3.35957 0.61 0.13 0.16
C 1.12111 2.64308 4.25807 0.06 -0.25 -0.30
As 0.38359 -0.16806 1.10593 0.68 0.26 0.33
C 0.87355 -1.86385 2.03591 -0.46 0.34 0.06
C 1.76273 -2.72938 1.38452 -0.08 -0.04 0.25
C 2.23170 -3.87258 2.04404 -0.18 0.21 0.14
C 1.79928 -4.15451 3.34606 -0.01 0.15 -0.20
C 0.90817 -3.29166 3.99275 -0.08 0.17 -0.14
C 0.44549 -2.13717 3.34326 0.32 -0.40 -0.17
C -1.53265 0.24754 1.37123 0.15 -0.64 -0.07
C -2.42770 -0.70471 1.88036 -0.19 0.63 0.07
C -3.75910 -0.32741 2.11130 0.20 0.04 -0.17
C -4.20148 0.95121 1.74958 0.10 -0.03 -0.04
C -3.33124 1.85418 1.12760 0.25 -0.33 0.12
C -1.98822 1.50202 0.94095 -0.21 -0.06 0.21
H 3.02293 3.43658 4.90772 -0.15 -0.16 -0.22
H 4.33801 2.20399 3.17788 -0.35 0.01 0.07
H 3.16852 0.70113 1.57055 -0.12 0.16 0.13
H -0.62297 1.66274 3.40464 0.32 0.09 0.00
H 0.53832 3.19406 4.99785 0.21 -0.13 -0.15
H 2.08020 -2.51594 0.36201 -0.17 -0.04 0.26
H 2.93470 -4.53896 1.53495 -0.28 0.22 0.20
H 2.15916 -5.05226 3.85468 -0.12 0.29 -0.13
H 0.56817 -3.51349 5.00895 0.14 0.07 -0.35
H -0.24197 -1.45529 3.85172 0.25 -0.21 -0.14
H -2.08791 -1.71810 2.09864 -0.09 0.30 0.05
H -4.45004 -1.04070 2.57005 0.20 0.25 -0.21
H -5.23739 1.24376 1.93829 0.30 -0.14 -0.08
H -3.68136 2.83465 0.79207 0.09 -0.37 0.15
H -1.29571 2.19967 0.46367 -0.14 -0.18 0.16
```
Positions in Å, forces in eV/Å.